# 1
The following is a DFT calculation (ωB97M-V with the def2-TZVPD basis set) of a molecular structure, C4H2AuO2 in a non-equilibrium geometry.

Calculated values
DFT total energy   -11951.6071 eV
Multiplicity   3
Net charge   +1
Expectation value of S²   2.01
HOMO-LUMO gap (spin up / spin down)   9.031 / 7.675 eV
HOMO energy (spin up / spin down)   -14.80 / -15.72 eV

Atoms and positions in Å:
O  2.1083  -1.2588  -0.5708
H  2.2809  -1.0070  -1.4834
C  -0.8195  0.3871  -1.4102
C  0.2931  0.3329  -0.8390
C  1.2439  -0.3095  0.0277
C  0.9007  -0.3932  1.3453
O  -0.2782  -0.0489  1.8217
Au  -1.4191  0.4733  0.5286
H  1.5747  -0.9400  2.0200

***

# 2
The following is a DFT calculation (ωB97M-V with the def2-TZVPD basis set) of 2 unconnected molecules or ions with the total composition C4H2BrP in a non-equilibrium geometry.

Calculated values
DFT total energy   -83505.9158 eV
HOMO-LUMO gap (spin up / spin down)   5.988 / 5.997 eV
HOMO energy (spin up / spin down)   -9.20 / -9.21 eV

Atoms and positions in Å:
C  1.1042  1.8033  -0.9141
C  -0.8677  -1.3942  1.6674
C  0.7642  1.5537  0.2326
C  -0.3138  -0.3115  1.6614
P  0.6358  1.1782  1.9297
Br  -2.0004  3.1165  1.8251
H  1.0978  2.2323  -1.8700
H  -1.3935  -2.2845  1.5056

***

# 3
The following is a DFT calculation (ωB97M-V with the def2-TZVPD basis set) of a molecular structure, C4H2CdO6 in a non-equilibrium geometry.

Calculated values
DFT total energy   -21014.0032 eV
Multiplicity   2
Net charge   +1
Expectation value of S²   0.75
HOMO-LUMO gap (spin up / spin down)   7.286 / 7.100 eV
HOMO energy (spin up / spin down)   -13.40 / -14.25 eV

Atoms and positions in Å:
O  -3.2212  -0.9414  0.6833
C  -2.1963  -0.3196  0.8565
O  -1.9559  0.6134  1.5716
Cd  -4.6714  -0.1108  1.9594
O  -0.4509  -0.8456  0.0946
H  0.8851  0.1678  1.2397
O  2.7623  1.0666  -0.8908
O  1.5757  -0.1541  -1.9629
O  0.6340  1.5769  -1.0323
C  0.6558  -0.1962  0.2229
C  1.8343  -0.5753  -0.6470
C  1.6856  1.1714  -1.6021
H  2.4629  -1.4530  -0.4929

***

Question: Number 2 is which compound?
Answer: C4H2BrP

***

Question: Which of these has the highest DFT total energy?
Answer: C4H2AuO2